[1]
{
  "formula": "C12H15ClN2O4",
  "method": "ωB97M-V with the def2-TZVPD basis set",
  "elements": ["C", "O", "C", "C", "C", "C", "N", "C", "O", "C", "O", "N", "C", "C", "C", "O", "C", "C", "Cl", "H", "H", "H", "H", "H", "H", "H", "H", "H", "H", "H", "H", "H", "H", "H"],
  "positions_angstrom": [[0.478, -5.067, 4.321], [-0.169, -5.172, 3.075], [-0.178, -4.093, 2.256], [0.409, -2.862, 2.532], [0.343, -1.818, 1.627], [-0.317, -1.982, 0.416], [-0.413, -0.959, -0.527], [0.061, 0.297, -0.486], [0.699, 0.839, 0.400], [-0.314, 1.047, -1.772], [-0.958, 0.512, -2.659], [0.140, 2.300, -1.768], [-0.050, 3.233, -2.856], [0.796, 4.486, -2.663], [0.321, 5.365, -1.498], [-0.899, 6.012, -1.757], [-0.910, -3.209, 0.120], [-0.839, -4.243, 1.028], [-1.573, -5.759, 0.662], [1.545, -4.856, 4.202], [0.354, -6.039, 4.796], [0.020, -4.296, 4.947], [0.927, -2.705, 3.464], [0.803, -0.873, 1.860], [-0.918, -1.166, -1.388], [0.670, 2.579, -0.951], [0.221, 2.729, -3.790], [-1.115, 3.488, -2.930], [0.755, 5.080, -3.577], [1.834, 4.198, -2.489], [1.042, 6.169, -1.334], [0.254, 4.771, -0.574], [-1.590, 5.350, -1.871], [-1.426, -3.356, -0.816]],
  "nbo_charge": [-0.25, -0.48, 0.27, -0.29, -0.17, 0.12, -0.57, 0.58, -0.62, 0.58, -0.63, -0.59, -0.22, -0.44, -0.06, -0.71, -0.24, -0.06, 0.03, 0.18, 0.20, 0.18, 0.22, 0.24, 0.44, 0.43, 0.22, 0.19, 0.23, 0.21, 0.19, 0.15, 0.46, 0.23],
  "molar_mass_da": 286.7,
  "multiplicity": 1,
  "e_lumo_ev": 0.55,
  "relative_energy_kcal_mol": 0.0,
  "smiles": "COc1ccc(NC(=O)C(=O)NCCCO)cc1Cl"
}

[2]
{
  "formula": "C4H7N2",
  "method": "ωB97M-V with the def2-TZVPD basis set",
  "elements": ["C", "C", "C", "C", "N", "N", "H", "H", "H", "H", "H", "H", "H"],
  "positions_angstrom": [[-0.572, -0.052, 0.995], [1.556, -1.227, 0.658], [0.297, -1.432, 0.392], [-0.929, 1.425, -0.855], [2.648, -0.908, 0.895], [-0.976, 0.986, 0.483], [-0.507, -0.279, 2.112], [0.304, -1.342, -0.694], [-0.315, -2.203, 0.789], [-0.475, 0.737, -1.609], [-0.344, 2.463, -0.786], [-1.975, 1.705, -1.368], [3.354, -0.461, 1.423]],
  "nbo_charge": [0.01, 0.41, -0.47, -0.51, -0.47, -0.07, 0.26, 0.28, 0.30, 0.27, 0.26, 0.27, 0.46],
  "molar_mass_da": 83.1,
  "multiplicity": 3,
  "e_lumo_ev": [-3.76, -7.97],
  "relative_energy_kcal_mol": 75.9,
  "s2": 2.018,
  "charge": 1
}

[3]
{
  "formula": "CHClF2O2",
  "method": "ωB97M-V with the def2-TZVPD basis set",
  "elements": ["C", "O", "O", "F", "F", "Cl", "H"],
  "positions_angstrom": [[-1.475, -0.505, -2.037], [-0.571, -0.322, 0.436], [-1.209, 0.558, -0.473], [-1.046, -1.672, -1.709], [-0.655, 0.133, -2.800], [-3.134, -0.349, -2.422], [-0.067, 0.242, 1.041]],
  "nbo_charge": [0.85, -0.49, -0.36, -0.26, -0.27, 0.07, 0.46],
  "molar_mass_da": 118.5,
  "multiplicity": 1,
  "e_lumo_ev": 0.45,
  "relative_energy_kcal_mol": 44.8
}